Entry 1:
{"formula": "C14H32N6O7Ru", "method": "ωB97M-V/def2-TZVPD", "de_lowest_ev": 0.138, "orbital_gap_ev": [6.1, 5.9], "fmax_ev_per_a": 3.45, "multiplicity": 6, "charge": 1, "e_lumo_ev": [-3.73, -6.02], "species": ["O", "H", "Ru", "N", "N", "N", "N", "O", "O", "O", "O", "C", "C", "C", "C", "C", "H", "H", "H", "C", "H", "H", "H", "C", "C", "H", "H", "H", "H", "H", "H", "H", "H", "C", "H", "H", "H", "O", "H", "H", "C", "N", "C", "C", "O", "N", "C", "C", "H", "H", "H", "H", "H", "H", "H", "H", "H", "H", "H", "H"], "coordinates": [[-0.08875, 0.12766, -5.48142], [-0.46793, 0.04294, -6.36827], [-0.26157, 0.11331, -1.58138], [-0.15083, 1.84843, -0.68629], [1.31214, 0.81395, -2.45897], [-1.48873, -0.92158, -0.47816], [-0.12380, -1.61138, -2.43808], [-1.09582, 2.42125, -0.03925], [-2.27189, -0.42325, 0.52558], [0.72665, -1.87954, -3.44971], [2.01159, 0.26909, -3.41259], [1.83382, 1.92892, -1.85784], [1.06138, 2.46603, -0.80062], [-1.49736, -2.25843, -0.67581], [-0.78455, -2.64581, -1.85448], [1.44977, 3.52392, 0.17529], [1.61402, 3.11049, 1.17873], [0.65778, 4.26867, 0.26324], [2.36775, 4.02716, -0.13092], [3.11021, 2.44924, -2.40231], [2.99872, 2.71355, -3.46539], [3.92461, 1.71610, -2.31016], [3.40030, 3.35413, -1.85411], [-2.14737, -3.22322, 0.26689], [-0.63803, -4.05043, -2.33368], [-2.77862, -2.73067, 1.01626], [-1.40611, -3.84430, 0.79370], [-2.77350, -3.91713, -0.30424], [0.14806, -4.10127, -3.09189], [-1.58343, -4.40773, -2.76926], [-0.40876, -4.72785, -1.49502], [-1.56708, 0.02362, 1.14079], [1.32600, -0.98633, -3.53320], [-1.09847, 0.80422, -4.70935], [-0.59234, 1.56267, -4.11683], [-1.56630, 0.09507, -4.02653], [-1.82395, 1.24484, -5.37628], [-3.39305, 1.81691, -1.63845], [-3.44198, 0.86801, -1.34361], [-2.51831, 2.04146, -1.13744], [1.68129, -1.34163, 1.76027], [1.16093, -0.84178, 3.01977], [1.88955, -1.16732, 4.23189], [0.15512, 0.06259, 2.90404], [-0.20868, 0.39886, 1.73820], [-0.47611, 0.64522, 3.95102], [-0.37545, 0.28007, 5.35501], [-1.41299, 1.69928, 3.61147], [2.53136, -1.99575, 1.97317], [1.97972, -0.52220, 1.09018], [0.91111, -1.91910, 1.23184], [2.21477, -0.25501, 4.75431], [1.27577, -1.77464, 4.91489], [2.77419, -1.73292, 3.93657], [0.56623, 0.63438, 5.80484], [-1.19747, 0.78745, 5.87156], [-0.48468, -0.80522, 5.50771], [-0.91766, 2.49019, 3.03962], [-2.25251, 1.31432, 3.02011], [-1.78876, 2.12043, 4.54455]]}

Entry 2:
{"formula": "C14H32N6PtSSe2", "method": "ωB97M-V/def2-TZVPD", "de_lowest_ev": 0.000, "orbital_gap_ev": 8.0, "fmax_ev_per_a": 1.53, "multiplicity": 1, "charge": 2, "e_lumo_ev": -6.64, "species": ["Pt", "C", "Se", "C", "C", "Se", "C", "H", "H", "H", "H", "H", "H", "H", "H", "H", "H", "C", "C", "C", "C", "N", "C", "N", "N", "N", "H", "H", "H", "H", "H", "H", "H", "H", "H", "H", "C", "N", "C", "C", "S", "N", "C", "C", "H", "H", "H", "H", "H", "H", "H", "H", "H", "H", "H", "H"], "coordinates": [[-1.48891, 0.65178, -0.77419], [-4.14872, 2.63518, 0.15158], [-2.25658, 2.53611, 0.58327], [-1.63470, 4.02134, -0.52168], [-2.01922, 3.83611, -1.96834], [-1.39584, 2.09344, -2.64695], [-2.85551, 1.71788, -3.87843], [-4.54374, 3.56371, 0.55621], [-4.62391, 1.78853, 0.64030], [-4.29885, 2.57136, -0.92083], [-0.55609, 4.05832, -0.37551], [-2.06616, 4.93502, -0.11359], [-1.52658, 4.57887, -2.59599], [-3.09242, 3.89981, -2.13100], [-2.89419, 2.53155, -4.59956], [-3.78930, 1.62266, -3.33475], [-2.60749, 0.78565, -4.37948], [3.63850, 0.18413, 3.61076], [2.36424, 0.44816, 4.40502], [1.86251, 1.87560, 4.21144], [1.27599, -0.58647, 4.10256], [0.76602, -0.49000, 2.72948], [-0.19152, 0.27629, 2.22074], [-0.24279, 0.05011, 0.92283], [0.68774, -0.88191, 0.65854], [1.30175, -1.20428, 1.72990], [4.40207, 0.91636, 3.87065], [3.46175, 0.26154, 2.53461], [4.04141, -0.80843, 3.81476], [2.58022, 0.30476, 5.46704], [1.69387, 2.09875, 3.15298], [2.60580, 2.58703, 4.56807], [0.93790, 2.06415, 4.76313], [0.41822, -0.46657, 4.76347], [1.65088, -1.60327, 4.20091], [-0.80418, 0.95507, 2.78993], [1.46082, -0.41832, -2.83368], [1.24075, -1.70287, -2.18721], [2.43891, -2.27242, -1.56278], [0.02279, -2.17562, -1.93227], [-1.40878, -1.18652, -2.14410], [-0.16504, -3.46207, -1.64139], [0.71256, -4.51931, -2.16278], [-1.40368, -3.95130, -1.03116], [2.41999, -0.45616, -3.34624], [1.48850, 0.38581, -2.09195], [0.68177, -0.22293, -3.56420], [3.00928, -1.44995, -1.13148], [3.06182, -2.79352, -2.28837], [2.15848, -2.94345, -0.75903], [1.33280, -4.12973, -2.96335], [0.07543, -5.30259, -2.57069], [1.33881, -4.94985, -1.38256], [-1.78972, -3.22483, -0.32409], [-1.16809, -4.87221, -0.50181], [-2.15955, -4.16051, -1.78879]]}

Entry 3:
{"formula": "C14H33AuN3O2SiTa", "method": "ωB97M-V/def2-TZVPD", "de_lowest_ev": 0.000, "orbital_gap_ev": 6.7, "fmax_ev_per_a": 5.23, "multiplicity": 1, "charge": 2, "e_lumo_ev": -9.18, "species": ["N", "C", "O", "Au", "Ta", "N", "N", "C", "C", "C", "C", "C", "C", "C", "C", "H", "H", "H", "H", "H", "H", "H", "H", "H", "H", "H", "H", "H", "H", "H", "H", "H", "H", "C", "H", "H", "H", "C", "H", "H", "H", "C", "Si", "C", "C", "O", "H", "H", "H", "H", "H", "H", "H", "H", "H"], "coordinates": [[2.15656, -0.39429, -0.15224], [3.19839, -0.66312, 0.47694], [4.17784, -0.91653, 1.07532], [-0.00078, 1.14781, -2.91286], [0.27158, -0.07038, -0.50548], [-0.42598, -1.81143, -1.10551], [-0.17670, 1.90873, -0.98159], [-0.14392, -3.18286, -0.60210], [0.72859, 3.10043, -0.88742], [0.75420, -3.85904, -1.63522], [-1.46574, -3.93690, -0.44749], [0.55757, -3.12426, 0.74150], [0.22406, 4.11510, -1.91371], [0.68316, 3.66101, 0.53137], [2.12698, 2.64617, -1.25571], [0.23612, -3.97992, -2.59311], [1.04143, -4.85661, -1.27130], [1.66398, -3.26843, -1.80094], [-2.16891, -3.36045, 0.16499], [-1.27359, -4.89544, 0.05523], [-1.92641, -4.15859, -1.41669], [1.49856, -2.56641, 0.70477], [0.79789, -4.15993, 1.03469], [-0.10096, -2.71545, 1.52207], [0.11828, 3.63447, -2.89823], [0.95355, 4.93218, -2.00171], [-0.74296, 4.53342, -1.61534], [-0.27985, 4.14502, 0.73471], [1.46943, 4.42573, 0.62592], [0.86884, 2.88035, 1.28205], [2.48798, 1.83885, -0.60643], [2.80560, 3.50901, -1.16430], [2.15534, 2.29959, -2.30142], [-1.61359, 2.18433, -0.63384], [-2.12422, 1.24019, -0.37752], [-1.68560, 2.86595, 0.22810], [-2.11392, 2.63457, -1.50627], [-1.31197, -1.76722, -2.28925], [-2.37363, -1.72909, -1.99364], [-1.07863, -0.87932, -2.90907], [-1.12311, -2.65136, -2.91567], [1.01397, -0.52408, 3.71926], [-0.57020, 0.10218, 2.95619], [-1.99970, -1.06856, 3.21649], [-0.95275, 1.84495, 3.49195], [-0.32081, 0.13796, 1.28169], [1.01871, -0.27019, 4.79148], [1.90638, -0.07436, 3.26470], [1.10158, -1.61520, 3.63848], [-2.14207, -1.24126, 4.29433], [-2.92985, -0.64080, 2.81924], [-1.84546, -2.04352, 2.73610], [-0.06698, 2.49186, 3.44731], [-1.74438, 2.29916, 2.88188], [-1.30076, 1.82760, 4.53628]]}

Entry 4:
{"formula": "C14H33BN5O4", "method": "ωB97M-V/def2-TZVPD", "orbital_gap_ev": [9.2, 9.3], "fmax_ev_per_a": 3.71, "multiplicity": 2, "e_lumo_ev": [0.16, -0.41], "species": ["C", "C", "B", "O", "C", "C", "C", "C", "C", "C", "N", "O", "C", "C", "C", "C", "H", "H", "H", "H", "H", "H", "H", "H", "H", "H", "H", "H", "H", "H", "H", "H", "H", "H", "H", "H", "H", "H", "H", "H", "H", "C", "O", "N", "N", "H", "H", "H", "H", "C", "O", "N", "N", "H", "H", "H", "H"], "coordinates": [[4.31898, 1.20560, 0.14154], [2.99179, 2.17101, -0.08877], [1.68570, 1.13726, -0.09399], [1.71593, 0.03964, -1.09775], [0.42163, 1.27244, 0.94860], [1.08164, 1.38904, 2.48136], [-0.58894, -0.01367, 0.99479], [-1.89915, 0.08130, 0.01976], [-1.85592, -1.29836, -0.92698], [-3.23054, -0.08040, 0.96259], [-1.91952, 1.23557, -0.94611], [-3.06080, 1.19198, -1.66720], [-1.67028, 2.57771, -0.31366], [-2.95741, 3.25773, 0.44279], [-1.30479, 3.61114, -1.57878], [-0.39875, 2.66752, 0.70981], [4.46801, 0.53802, -0.82854], [5.29996, 1.82104, 0.34009], [4.11029, 0.46331, 1.03073], [2.90820, 2.92481, 0.82802], [3.10574, 2.76313, -1.11376], [1.23459, 0.37208, -1.93145], [1.48946, 2.47523, 2.69273], [1.91679, 0.57073, 2.66793], [0.25611, 1.18372, 3.31463], [0.05926, -0.97484, 0.70990], [-0.97640, -0.16492, 2.11298], [-0.96172, -1.09851, -1.69188], [-1.63333, -2.26771, -0.31065], [-2.82022, -1.40564, -1.60453], [-3.15279, -1.14741, 1.49096], [-3.30616, 0.70312, 1.83486], [-4.25294, -0.11127, 0.36117], [-4.00512, 2.89901, 0.06558], [-2.95044, 4.44711, 0.37533], [-2.92798, 3.02446, 1.61318], [-0.13208, 3.69249, -1.75807], [-1.76009, 3.25387, -2.60050], [-1.70467, 4.70272, -1.39664], [0.40498, 3.46942, 0.34339], [-0.75190, 3.05084, 1.78168], [-1.38131, -3.82600, 2.72870], [-1.92038, -2.74239, 2.88852], [-0.05828, -4.01055, 2.88678], [-2.06198, -4.93268, 2.38000], [0.40380, -4.89511, 2.75960], [0.49129, -3.20268, 3.14922], [-3.06085, -4.83734, 2.25082], [-1.63581, -5.83371, 2.24367], [3.02738, -3.06633, -3.87585], [3.68923, -4.00473, -4.29022], [2.09099, -2.45165, -4.62070], [3.17524, -2.56269, -2.63725], [1.53601, -1.67745, -4.29704], [1.94784, -2.79982, -5.55976], [3.87001, -2.99671, -2.04358], [2.63976, -1.79046, -2.27809]]}